Record 1
The following is a quantum chemistry calculation of 8 unconnected molecules or ions with the total composition C21H29Cl28FNO at a distorted geometry, from the Open Molecules 2025 dataset.

Properties
- net charge = +1
- max |F| (eV/A) = 1.44
- 2S+1 = 1
- E_HOMO (eV) = -12.679

Each line ends with the Löwdin charge.
CARTESIAN COORDINATES (ANGSTROEM)
H1 -2.84 0.77 -0.38  0.16
C1 5.56 0.83 7.29  -2.05
H2 3.48 2.28 -1.30  0.12
Cl1 0.34 -6.74 -2.64  0.54
Cl2 -2.41 0.85 2.70  0.54
H3 2.48 1.19 -0.29  0.09
C2 0.22 2.70 -0.84  -0.19
H4 -0.94 1.76 0.74  0.02
H5 0.75 1.49 0.86  0.07
Cl3 6.36 2.40 7.39  0.54
H6 1.86 -1.47 -2.59  0.08
Cl4 6.43 -0.21 6.15  0.51
C3 3.86 0.19 -1.57  -0.17
H7 0.73 -0.30 -0.67  0.08
Cl5 -5.47 4.33 7.87  0.53
H8 -3.24 -2.69 -1.90  0.12
H9 -4.12 -1.32 -3.54  0.14
Cl6 2.21 -6.64 -6.20  0.54
H10 -1.67 -2.00 -0.56  0.18
H11 -0.55 -0.51 0.47  0.07
H12 4.11 -1.69 -0.54  0.12
C4 -2.51 -2.13 -2.48  -0.19
N1 -1.46 -1.67 -1.50  0.10
Cl7 -3.69 3.11 3.95  0.53
Cl8 1.80 1.48 3.88  0.52
C5 -1.22 -6.29 -1.95  -1.99
C6 -0.07 1.53 0.14  -0.20
H13 -0.55 -2.08 -1.74  0.12
Cl9 -1.44 -4.53 -2.16  0.63
Cl10 -2.52 -7.13 -2.78  0.56
H14 2.37 1.57 -3.33  0.12
H15 -2.66 -0.42 -3.83  0.14
H16 1.23 -2.61 -0.44  0.06
H17 1.43 0.40 -2.50  0.06
C7 1.79 -3.10 -1.24  -0.11
H18 3.28 -2.48 -2.68  0.12
O1 -3.62 -0.10 -1.99  0.00
C8 2.59 -2.02 -1.99  -0.25
Cl11 -1.25 -6.68 -0.24  0.57
H19 -0.12 2.11 -2.90  0.09
H20 2.47 -3.82 -0.78  0.09
Cl12 0.77 -1.00 2.80  0.53
H21 1.08 -3.58 -1.90  0.01
Cl13 3.90 1.04 6.73  0.49
Cl14 0.72 -4.31 -5.38  0.48
C9 1.86 1.39 -2.39  -0.20
C10 -0.23 0.10 -0.38  -0.15
C11 -1.24 -0.18 -1.49  -0.17
C12 -2.16 2.26 3.75  -2.00
Cl15 -2.35 5.87 1.79  0.49
Cl16 3.33 -0.96 4.12  0.52
C13 2.89 1.36 -1.28  -0.18
C14 -2.55 0.59 -1.41  -0.33
H22 0.94 3.35 -0.36  0.08
H23 1.05 3.33 -2.68  0.12
Cl17 -6.59 4.46 5.21  0.50
H24 -0.75 0.02 -2.44  0.15
C15 -6.76 3.73 6.82  -2.06
C16 -1.49 6.65 0.46  -2.04
Cl18 -6.63 1.98 6.67  0.51
H25 -0.68 3.30 -0.93  0.08
C17 1.71 -0.27 4.12  -2.03
Cl19 -8.33 4.16 7.49  0.54
Cl20 -1.56 1.73 5.32  0.54
H26 -2.06 -2.76 -3.23  0.06
Cl21 -0.66 -6.79 -5.94  0.51
Cl22 0.19 6.09 0.45  0.53
C18 3.29 -1.12 -0.98  -0.20
C19 0.69 -5.76 -6.41  -2.05
Cl23 0.51 -5.27 -8.10  0.55
F1 -2.42 1.75 -2.07  0.10
H27 4.86 0.37 -1.21  0.11
Cl24 -0.97 3.34 3.01  0.51
H28 3.91 0.08 -2.65  0.11
C20 0.71 2.39 -2.26  -0.18
C21 -3.23 -0.94 -3.06  -0.15
Cl25 -1.53 8.40 0.66  0.55
Cl26 -2.26 6.20 -1.07  0.53
Cl27 5.55 0.07 8.89  0.54
Cl28 0.91 -0.61 5.66  0.53
H29 2.58 -0.86 -0.20  0.08

Record 2
The following is a quantum chemistry calculation of 2 unconnected molecules or ions with the total composition C4H8N2P at a distorted geometry, from the Open Molecules 2025 dataset.

Properties
- net charge = +1
- max |F| (eV/A) = 6.41
- 2S+1 = 1
- E_HOMO (eV) = -14.583

Each line ends with the natural charge from an NBO analysis.
CARTESIAN COORDINATES (ANGSTROEM)
C1 1.12 -0.91 0.83  -0.69
P1 1.07 2.99 -0.32  1.05
H1 -1.23 2.31 -1.83  0.50
H2 -1.37 -0.82 -1.09  0.24
C2 -1.42 0.11 -0.52  -0.41
H3 -2.12 0.88 -0.97  0.22
N1 -0.22 2.04 -0.80  -0.66
C3 0.89 0.51 0.28  0.28
H4 1.51 -0.77 1.88  0.27
H5 0.27 -1.63 0.82  0.25
N2 -0.14 0.76 -0.52  -0.16
H6 1.63 -1.50 0.10  0.27
H7 -1.70 -0.16 0.49  0.24
C4 1.71 1.64 0.51  -0.69
H8 2.59 1.42 1.04  0.28

Record 3
The following is a quantum chemistry calculation of C21H23NO6 in the gas phase, from the Open Molecules 2025 dataset.

Properties
- net charge = 0
- SMILES = C=CCN1C=C2C(=O)[C@@](C)(OC(=O)CCC(=O)OC)C(=O)C=C2C=C1C1CC1
- max |F| (eV/A) = 0.88
- 2S+1 = 1
- E_HOMO (eV) = -7.677

Each line ends with the natural charge from an NBO analysis.
CARTESIAN COORDINATES (ANGSTROEM)
O1 2.20 1.10 -1.81  -0.60
H1 -6.59 0.08 -0.02  0.22
C1 -0.14 2.69 0.28  -0.40
H2 3.13 -2.70 0.02  0.22
H3 -1.00 -1.75 -0.36  0.24
C2 -0.50 0.27 0.01  -0.19
C3 5.59 0.57 -0.51  -0.50
C4 1.89 0.93 2.27  -0.61
H4 5.66 1.34 0.26  0.24
H5 -6.17 2.53 -0.56  0.22
H6 0.90 0.98 2.72  0.22
O2 4.69 -1.60 -0.71  -0.52
C5 -2.38 1.78 -0.19  -0.25
C6 -5.67 0.54 0.31  -0.41
H7 2.35 -0.02 2.49  0.24
N1 -2.68 -0.54 -0.53  -0.37
C7 -0.97 1.63 0.06  0.05
H8 -2.78 2.78 -0.18  0.23
C8 5.19 -0.73 0.17  0.82
C9 -1.36 -0.74 -0.30  0.13
C10 4.19 -2.83 -0.20  -0.27
H9 -0.51 3.70 0.22  0.22
H10 -3.04 -2.29 -1.61  0.21
C11 -5.42 1.99 -0.01  -0.40
H11 6.58 0.43 -0.95  0.24
H12 4.72 -3.11 0.71  0.20
C12 1.78 1.09 0.75  0.06
H13 -2.81 -4.35 -0.38  0.19
H14 -4.49 -1.41 -1.09  0.23
H15 4.33 -3.57 -0.98  0.19
C13 -3.58 -2.58 0.44  -0.20
H16 -5.31 0.18 1.26  0.22
H17 -3.29 -4.43 1.38  0.21
H18 -3.97 -2.09 1.32  0.20
C14 -3.21 -3.85 0.49  -0.36
O3 2.08 3.44 0.44  -0.57
C15 1.27 2.53 0.46  0.53
H19 4.84 1.96 -1.99  0.25
O4 3.10 0.96 0.23  -0.49
H20 -4.91 2.58 0.73  0.22
C16 -3.19 0.74 -0.46  0.24
C17 -3.49 -1.72 -0.79  -0.25
H21 4.62 0.27 -2.44  0.25
O5 1.37 -1.15 0.04  -0.57
C18 -4.64 0.92 -0.73  -0.29
C19 0.91 -0.04 0.21  0.59
H22 -4.92 0.75 -1.77  0.24
H23 2.51 1.73 2.66  0.24
C20 4.60 0.97 -1.60  -0.50
C21 3.17 1.02 -1.10  0.83
O6 5.34 -0.96 1.34  -0.60

Record 4
The following is a quantum chemistry calculation of a molecular structure, C46H52AsF2N3O3RuSi2 at a distorted geometry, from the Open Molecules 2025 dataset.

Properties
- net charge = -1
- max |F| (eV/A) = 2.61
- 2S+1 = 2
- E_HOMO (spin up / spin down) (eV) = -4.112 / -4.119

Each line ends with the Löwdin spin population.
CARTESIAN COORDINATES (ANGSTROEM)
H1 2.67 3.78 0.85  0.00
H2 0.74 3.65 3.98  0.00
H3 2.21 3.19 -0.75  0.00
H4 -0.56 0.52 -5.63  0.00
H5 5.87 -2.52 1.77  0.00
C1 -1.29 -3.42 2.76  0.00
H6 5.93 3.09 1.07  0.00
H7 -1.75 -3.92 5.50  0.00
H8 2.09 -4.31 -1.02  0.00
H9 -2.45 -2.78 0.04  0.00
C2 2.92 1.70 -4.46  0.00
C3 -2.57 3.04 -0.09  0.00
C4 0.44 2.74 3.48  0.00
C5 -3.98 3.42 -4.14  0.00
N1 -0.42 1.40 1.87  0.02
H10 -5.73 4.25 -0.37  0.00
H11 5.41 2.08 -1.79  0.00
C6 -0.07 -0.78 2.82  0.01
C7 0.55 1.43 3.94  0.01
H12 3.71 4.12 -0.56  0.00
C8 -4.93 3.55 -0.23  0.00
C9 -4.18 1.26 0.19  0.00
C10 -0.58 -2.76 1.74  0.00
C11 -0.01 -3.49 0.68  0.00
H13 0.38 -5.44 -0.08  0.00
As1 2.43 0.13 0.77  0.64
H14 -3.19 -3.12 3.62  0.00
H15 5.69 0.50 -1.03  0.00
C12 -1.76 -2.87 5.21  0.00
H16 -0.65 -6.63 1.82  0.00
H17 -2.45 -2.34 5.87  0.00
H18 4.82 0.62 3.56  0.00
C13 -5.74 -2.19 0.32  0.00
C14 -0.54 1.07 -2.97  0.00
C15 -2.82 1.67 0.14  0.00
H19 -3.21 0.46 -2.68  0.00
H20 0.27 -1.39 3.66  0.00
C16 1.86 1.60 -3.55  0.00
H21 4.88 2.65 2.43  0.00
H22 2.02 1.84 -2.51  0.00
H23 -0.11 -3.02 -1.39  0.00
C17 4.92 1.24 -1.29  0.03
H24 6.12 -0.84 1.26  0.00
C18 1.98 -3.22 -0.94  0.01
C19 5.33 2.28 1.50  0.00
H25 -2.54 4.84 -4.87  0.00
H26 0.52 -1.73 -0.43  0.00
H27 3.53 1.45 -6.50  0.00
C20 3.06 3.37 -0.09  0.00
O1 -1.41 -0.73 -1.64  0.00
H28 2.11 -2.57 3.31  0.00
C21 -2.18 -2.70 3.75  0.00
H29 -0.39 3.49 1.55  0.00
O2 -0.12 1.55 -1.69  0.00
Si1 3.82 -1.18 2.15  0.08
C22 -5.66 -0.81 0.38  0.00
C23 -1.28 -4.82 2.78  0.00
H30 -4.59 -4.01 0.08  0.00
H31 2.69 -3.42 1.90  0.00
C24 -1.77 1.87 -3.42  0.00
H32 -4.83 4.02 -4.42  0.00
H33 3.89 2.03 -4.12  0.00
C25 -3.60 3.92 -0.29  0.00
H34 -1.82 -5.33 3.57  0.00
H35 -6.71 -2.68 0.37  0.00
H36 5.22 -1.95 0.23  0.00
Ru1 -1.41 0.23 0.43  0.00
F1 -6.49 1.86 0.07  0.00
C26 -0.17 2.67 2.21  0.01
H37 -5.15 1.82 -3.33  0.00
C27 -0.05 -4.88 0.73  0.00
C28 -2.69 3.88 -4.39  0.00
F2 -3.32 5.22 -0.54  0.00
C29 1.46 0.95 -6.21  0.00
C30 4.29 -0.31 3.74  0.01
H38 -2.26 -1.65 3.50  0.00
C31 -3.38 -2.25 0.16  0.00
C32 2.72 1.37 -5.79  0.00
H39 -1.56 3.43 -0.12  0.00
C33 -4.16 2.18 -3.53  0.00
Si2 4.01 1.80 0.25  0.08
H40 4.24 0.77 -2.00  0.00
C34 -0.65 -5.55 1.79  0.00
C35 0.41 0.86 -5.31  0.00
H41 -0.59 3.47 -4.24  0.00
C36 -4.58 -2.93 0.17  0.00
H42 1.30 0.68 -7.25  0.00
C37 5.41 -1.67 1.27  0.02
N2 -3.29 -0.92 0.27  0.00
C38 -3.06 1.42 -3.17  0.00
H43 2.22 -2.79 -1.92  0.00
C39 -4.41 -0.19 0.31  0.00
O3 -0.92 -1.16 -3.78  0.00
H44 4.94 -0.97 4.33  0.00
H45 2.71 -2.86 -0.23  0.01
C40 3.00 -2.77 2.72  0.00
H46 3.41 -0.08 4.34  0.00
N3 -0.47 -1.34 1.73  0.00
C41 0.56 -2.81 -0.55  0.00
C42 -0.98 -0.43 -2.79  0.00
H47 -0.76 -2.47 5.38  0.00
C43 0.02 0.63 2.92  0.04
H48 0.97 1.10 4.87  0.00
C44 0.61 1.18 -3.96  0.00
C45 -1.60 3.10 -4.03  0.00
H49 3.71 -3.31 3.34  0.00
H50 -6.56 -0.22 0.46  0.00
H51 6.00 1.46 1.75  0.00
C46 -5.17 2.21 0.02  0.00
H52 -0.50 2.43 -1.57  0.00

Record 5
The following is a quantum chemistry calculation of 9 unconnected molecules or ions with the total composition C2H19NO10 at a distorted geometry, from the Open Molecules 2025 dataset.

Properties
- net charge = 0
- SMILES = O=CNC=O.O.O.O.O.O.O.O.O
- max |F| (eV/A) = 1.55
- 2S+1 = 1
- E_HOMO (eV) = -10.343

Each line ends with the natural charge from an NBO analysis.
CARTESIAN COORDINATES (ANGSTROEM)
O1 -1.76 0.62 1.17  -0.66
H1 -1.92 0.69 -2.05  0.51
H2 -0.80 2.45 -1.92  0.49
O2 0.66 2.90 0.62  -0.97
H3 -1.61 -2.91 -2.02  0.47
O3 -2.37 0.01 -1.48  -1.01
H4 2.25 2.25 0.61  0.50
H5 -0.34 -1.93 2.45  0.41
H6 2.90 0.35 1.28  0.51
H7 -0.27 1.69 -3.17  0.49
C1 -1.49 -0.29 1.93  0.60
H8 3.51 -0.59 2.31  0.47
H9 1.72 -0.34 -1.37  0.50
H10 -1.59 -1.44 -1.49  0.51
H11 2.88 -0.89 -2.33  0.47
O4 2.41 -0.10 -2.03  -1.01
O5 -1.28 -2.38 -1.29  -1.02
H12 -2.11 -0.48 2.81  0.16
O6 -2.94 -1.94 1.07  -0.97
O7 -1.07 2.03 -2.76  -0.95
H13 1.25 -2.07 0.87  0.17
O8 2.75 -0.54 1.72  -1.01
C2 0.55 -1.24 0.79  0.60
H14 -2.37 -2.32 0.38  0.51
H15 3.18 1.58 -0.39  0.50
N1 -0.40 -1.15 1.81  -0.66
H16 0.34 3.63 1.16  0.49
H17 0.03 2.17 0.78  0.51
H18 -2.15 0.25 -0.53  0.50
H19 -3.66 -1.48 0.61  0.48
O9 0.58 -0.41 -0.10  -0.62
O10 3.13 1.84 0.55  -0.98

Record 6
The following is a quantum chemistry calculation of a gas-phase ion, C3H6NO2 (charge -1) at a distorted geometry, from the Open Molecules 2025 dataset.

Properties
- net charge = -1
- SMILES = CNCC(=O)[O-]
- max |F| (eV/A) = 1.33
- 2S+1 = 1
- E_HOMO (eV) = -4.064

Each line ends with the natural charge from an NBO analysis.
CARTESIAN COORDINATES (ANGSTROEM)
H1 -1.56 -1.31 0.24  0.17
H2 -2.64 0.05 0.26  0.16
H3 0.46 -1.30 -0.49  0.16
N1 -0.63 0.53 -0.28  -0.67
C1 1.86 0.41 -0.07  0.76
C2 0.57 -0.23 -0.71  -0.35
C3 -1.61 -0.25 0.47  -0.41
H4 0.72 -0.11 -1.78  0.18
O1 1.64 0.97 1.03  -0.80
O2 2.91 0.28 -0.71  -0.76
H5 -0.17 1.06 0.47  0.40
H6 -1.54 -0.11 1.56  0.17

Record 7
The following is a quantum chemistry calculation of 8 unconnected molecules or ions with the total composition H16O8 at a distorted geometry, from the Open Molecules 2025 dataset.

Properties
- net charge = 0
- SMILES = O.O.O.O.O.O.O.O
- max |F| (eV/A) = 3.15
- 2S+1 = 1
- E_HOMO (eV) = -9.851

Each line ends with the natural charge from an NBO analysis.
CARTESIAN COORDINATES (ANGSTROEM)
H1 -2.94 0.33 -1.55  0.49
O1 2.75 1.06 -1.43  -0.96
H2 2.39 0.12 0.98  0.47
H3 2.53 -2.07 0.25  0.49
H4 1.23 -1.54 -0.38  0.49
H5 -2.87 0.87 1.06  0.47
O2 -0.48 0.14 2.12  -0.95
O3 -2.05 0.62 -1.48  -0.94
H6 2.70 0.15 -1.24  0.47
H7 -0.63 1.14 -0.78  0.47
H8 -0.13 0.84 0.59  0.49
H9 -1.75 0.49 -2.35  0.49
H10 0.05 -1.93 -1.59  0.47
H11 -0.13 -0.78 2.23  0.48
H12 1.84 1.32 -1.35  0.47
O4 -3.39 0.28 1.56  -0.92
O5 2.77 0.75 1.58  -0.95
O6 -0.53 -1.70 -0.83  -0.95
H13 2.22 1.46 1.20  0.47
H14 -3.33 -0.46 0.88  0.46
O7 2.16 -1.40 -0.31  -0.97
H15 -1.42 0.03 2.27  0.49
H16 -1.11 -1.06 -1.23  0.48
O8 0.11 1.32 -0.18  -1.00

Record 8
The following is a quantum chemistry calculation of 22 unconnected molecules or ions with the total composition ClH42O21 at a distorted geometry, from the Open Molecules 2025 dataset.

Properties
- net charge = -1
- max |F| (eV/A) = 1.21
- 2S+1 = 1
- E_HOMO (eV) = -7.727

Each line ends with the natural charge from an NBO analysis.
CARTESIAN COORDINATES (ANGSTROEM)
H1 -2.17 0.97 -2.96  0.49
H2 3.93 -1.94 -2.29  0.49
H3 4.23 1.36 3.75  0.45
O1 3.28 3.54 0.22  -0.96
H4 0.24 -2.79 2.73  0.47
H5 2.66 2.39 -2.49  0.51
H6 0.72 2.91 -3.30  0.50
O2 -0.19 2.67 -3.48  -1.01
H7 2.79 1.11 3.33  0.49
H8 -3.20 -2.96 0.41  0.49
H9 3.09 3.38 -3.56  0.47
H10 4.20 3.66 0.48  0.45
H11 -0.03 -2.89 -2.45  0.45
H12 1.18 -2.66 -1.57  0.49
O3 -3.36 -1.73 -2.64  -0.98
O4 0.03 -1.96 3.16  -0.96
H13 -2.66 2.98 -1.55  0.50
O5 -2.61 3.85 -1.96  -0.97
H14 -0.02 0.77 -3.30  0.48
O6 4.36 -1.49 -1.56  -0.97
H15 1.21 1.92 5.84  0.46
H16 -0.87 4.01 3.83  0.48
H17 1.52 -2.10 0.41  0.50
H18 -3.10 3.76 -2.78  0.47
O7 0.93 -2.96 -2.44  -0.95
H19 -4.54 -3.67 0.42  0.46
H20 -1.17 -1.94 -0.37  0.52
O8 2.09 -2.79 0.06  -0.98
H21 1.87 -3.56 0.59  0.49
O9 -3.26 -2.44 3.62  -0.97
H22 3.26 2.68 -0.19  0.49
H23 -1.95 1.07 -0.15  0.50
H24 -3.65 -1.63 -1.73  0.47
H25 1.00 0.96 1.99  0.50
H26 0.34 -1.29 2.55  0.48
H27 -2.34 -2.37 3.37  0.49
H28 3.66 0.40 -1.39  0.52
H29 -0.48 4.45 2.43  0.48
H30 2.46 0.87 -0.59  0.51
O10 2.35 3.14 -3.00  -0.97
O11 3.52 0.72 3.82  -0.96
O12 -1.68 -2.75 -0.40  -0.99
H31 4.24 -2.08 -0.82  0.50
H32 -3.16 -0.84 -2.92  0.50
H33 -3.72 -2.67 2.81  0.48
H34 -2.31 1.01 -4.46  0.48
O13 0.47 1.37 5.57  -0.96
O14 -0.61 3.67 2.97  -0.95
H35 -0.70 3.26 -2.93  0.49
O15 3.18 1.18 -1.14  -1.00
H36 -1.12 -4.06 0.61  0.49
H37 -1.47 -3.12 -1.26  0.49
H38 -3.42 0.99 0.19  0.49
H39 -0.86 -5.39 1.28  0.46
H40 0.42 2.09 2.81  0.51
O16 -2.81 0.85 -3.66  -0.96
O17 -2.80 1.44 -0.39  -0.99
O18 1.03 1.36 2.86  -1.01
Cl1 0.04 -0.16 0.22  -0.91
H41 0.66 1.15 4.66  0.49
O19 -4.11 -2.85 0.67  -0.97
O20 -0.01 -0.16 -3.10  -0.99
H42 0.05 -0.20 -2.14  0.48
O21 -0.65 -4.46 1.34  -0.98

Record 9
The following is a quantum chemistry calculation of C15H18O4 in the gas phase at a distorted geometry, from the Open Molecules 2025 dataset.

Properties
- net charge = 0
- SMILES = CC1=C(CO)C2=C(CO)C3(CC3)[C@@](C)(O)C(=O)C2=C1
- max |F| (eV/A) = 4.23
- 2S+1 = 1
- E_HOMO (eV) = -8.452

Each line ends with the natural charge from an NBO analysis.
CARTESIAN COORDINATES (ANGSTROEM)
H1 -0.12 -3.41 -1.23  0.23
H2 0.82 0.69 -2.28  0.23
H3 1.97 1.52 2.54  0.23
C1 -0.58 1.99 1.37  -0.15
H4 -3.77 -3.18 0.32  0.24
H5 4.06 -0.72 -0.07  0.49
C2 -0.54 -0.18 -0.12  -0.10
H6 -1.47 2.41 0.84  0.21
H7 -4.00 -0.83 0.51  0.18
H8 -3.81 -2.80 -1.40  0.23
O1 2.44 -2.23 -0.08  -0.54
H9 1.80 3.22 0.67  0.20
H10 2.48 0.08 -2.88  0.23
O2 3.81 -0.02 -0.67  -0.72
C3 2.34 0.15 -0.70  0.17
H11 3.37 2.64 0.14  0.24
C4 0.10 0.94 0.48  0.19
H12 -2.76 -4.16 -0.81  0.23
H13 0.03 2.86 1.57  0.20
C5 -0.47 -2.44 -0.84  -0.15
C6 -3.08 -3.07 -0.60  -0.67
H14 -2.99 0.22 1.36  0.16
C7 -1.86 -2.15 -0.49  0.01
O3 -0.98 1.46 2.69  -0.69
C8 2.56 1.31 1.65  -0.41
H15 -1.49 0.70 2.39  0.46
C9 1.90 0.68 -2.11  -0.64
H16 2.20 1.71 -2.34  0.23
C10 -3.14 -0.12 0.32  -0.09
H17 3.68 1.10 1.80  0.25
O4 -3.55 0.90 -0.57  -0.71
C11 2.37 2.39 0.56  -0.41
C12 -1.90 -0.78 -0.08  -0.08
C13 1.78 -1.27 -0.44  0.54
C14 0.35 -1.34 -0.45  -0.16
C15 1.70 1.00 0.36  -0.12
H18 -3.29 0.74 -1.44  0.47